Entry 1:
43
Properties=species:S:1:pos:R:3 method="wB97M-V/def2-TZVPD" energy_ha=-862.97475 homo_ev=-8.13 homo_lumo_gap_ev=8.9 de_lowest_kj_mol=200.7 fmax_ha_per_bohr=0.016
C -1.996 -0.328 -2.658
H -2.461 0.151 -3.516
H -0.921 -0.176 -2.711
H -2.198 -1.395 -2.714
C -2.541 0.281 -1.369
N -1.826 -0.218 -0.206
C -2.220 -1.546 0.219
H -1.451 -1.913 0.911
C -3.595 -1.690 0.901
O -3.629 -1.233 2.232
H -2.947 -1.691 2.736
H -3.896 -2.748 0.856
H -4.348 -1.101 0.374
H -2.210 -2.192 -0.662
C -1.757 0.738 0.898
C -1.045 1.992 0.512
C 0.312 2.204 0.281
N 0.434 3.529 0.017
N -0.726 4.175 0.051
C -1.627 3.262 0.356
H -2.659 3.531 0.460
H 1.278 4.024 -0.224
C 1.456 1.309 0.305
C 1.305 -0.031 -0.043
C 2.378 -0.907 -0.031
C 3.645 -0.441 0.335
C 3.793 0.896 0.680
C 2.721 1.767 0.668
H 2.867 2.796 0.964
H 4.769 1.262 0.967
C 4.824 -1.364 0.356
H 4.988 -1.799 -0.630
H 4.658 -2.183 1.054
H 5.725 -0.833 0.653
C 2.171 -2.341 -0.414
H 1.131 -2.520 -0.672
H 2.447 -3.002 0.407
H 2.792 -2.603 -1.271
H 0.327 -0.378 -0.340
H -1.202 0.250 1.706
H -2.755 1.004 1.276
H -2.387 1.361 -1.407
H -3.626 0.101 -1.305

=====

Entry 2:
44
Properties=species:S:1:pos:R:3 method="wB97M-V/def2-TZVPD" energy_ha=-938.16285 homo_ev=-8.37 homo_lumo_gap_ev=8.9 de_lowest_kj_mol=336.7 fmax_ha_per_bohr=0.125
O -1.050 1.472 4.475
N 1.527 -1.272 -2.116
O -0.246 -0.246 -1.357
C -1.317 1.440 3.319
C 1.036 -0.071 -1.847
C 0.059 -4.244 -0.672
C 1.085 -3.509 -1.338
C -1.147 -3.609 -0.237
C 0.765 -2.117 -1.515
C -0.379 -1.555 -0.974
C -1.348 -2.234 -0.405
N -0.787 2.339 2.385
N -2.101 0.454 2.963
C 1.593 2.590 1.870
C 1.498 1.631 -3.581
C 3.347 0.805 -2.132
C -2.774 -1.682 -0.250
C 0.395 3.094 2.713
C -2.195 -0.054 1.545
C -3.207 -1.066 1.178
C 1.833 1.099 -2.166
H 0.282 -5.309 -0.532
H 2.008 -3.936 -1.704
H -1.876 -4.147 0.188
H -0.964 2.192 1.479
H -2.419 -0.125 3.708
H 2.531 3.177 1.957
H 1.293 2.788 0.851
H 1.657 1.494 2.124
H 0.457 1.940 -3.750
H 2.193 2.495 -3.762
H 1.779 0.877 -4.359
H 3.709 0.440 -3.079
H 3.878 1.778 -1.978
H 3.693 0.066 -1.424
H -3.450 -2.501 -0.435
H -3.018 -1.030 -1.148
H 0.268 4.046 2.484
H 0.700 2.932 3.755
H -1.326 -0.559 1.322
H -2.225 0.733 0.813
H -3.186 -1.962 1.847
H -4.177 -0.557 1.209
H 1.608 1.902 -1.421